Computed, not measured: a structure of composition C23H48AlFNO21S, with ωB97M-V/def2-TZVPD.

Summary:
**HOMO**: -4.813 eV
**Maximum force**: 0.861 eV/Å
**E**: -89272.046 eV
**Total charge**: -1
**Lowest unoccupied orbital energy**: 1.91 eV

Geometry as XYZ:
```
96
Properties=species:S:1:pos:R:3:mulliken_charge:R:1
C 1.1258 6.7143 -0.4466 -0.9415
C 0.6486 5.2663 -0.1754 -0.5187
Al -1.1404 4.8711 -0.8795 -0.1113
O -1.1080 3.6072 -2.0775 -0.5189
N -2.1517 6.3547 -1.1688 -0.0572
C -3.3931 6.5258 -1.2579 0.6140
C -4.3008 5.7181 -2.1820 -1.1410
C -4.0940 7.6514 -0.4978 -1.2243
S -2.4244 3.7657 0.8776 0.9653
O -2.1617 4.2958 2.1969 -0.6502
O -2.4477 2.3212 0.7371 -0.6464
F -4.0182 4.1530 0.6390 -0.3281
H 2.0201 6.7315 -1.0767 0.1816
H 0.3589 7.3183 -0.9399 0.2838
H 1.3864 7.2393 0.4769 0.2727
H 1.3318 4.5457 -0.6401 0.3281
H 0.6976 5.0572 0.8985 0.3665
H -1.8589 3.0229 -2.1439 0.2604
H -4.2890 6.1885 -3.1719 0.3342
H -3.9206 4.7026 -2.3054 0.1972
H -5.3362 5.6806 -1.8384 0.3582
H -3.8356 7.5577 0.5584 0.2626
H -3.7123 8.6158 -0.8457 0.3024
H -5.1803 7.6459 -0.6037 0.3594
C 6.8437 4.6058 -0.1507 -0.4989
O 7.4471 5.7200 -0.8304 -0.2652
C 6.5686 6.6153 -1.2798 0.7968
O 5.3757 6.5577 -1.1544 -0.5382
O 7.2396 7.5948 -1.8960 -0.3255
C 6.3934 8.6225 -2.4266 -0.6135
H 7.6713 3.9697 0.1498 0.0479
H 6.2812 4.9498 0.7149 0.3078
H 6.1731 4.0703 -0.8195 0.3104
H 5.8182 9.0920 -1.6306 0.2919
H 5.7044 8.2082 -3.1602 0.2906
H 7.0666 9.3373 -2.8898 0.1981
C -0.7066 -0.3008 1.4016 -0.3908
O 0.5059 -0.6524 0.7007 -0.4060
C 0.3231 -1.2202 -0.4749 0.8955
O -0.7347 -1.5321 -0.9686 -0.4832
O 1.5156 -1.4172 -1.0490 -0.3706
C 1.4498 -2.0175 -2.3434 -0.5945
H -0.3725 0.1736 2.3183 0.2151
H -1.3000 0.3992 0.8209 0.2936
H -1.2830 -1.1978 1.6242 0.1942
H 0.8881 -1.3836 -3.0285 0.2855
H 0.9779 -2.9986 -2.2903 0.2328
H 2.4812 -2.1082 -2.6705 0.2430
C -2.4364 -7.6417 -4.4358 -0.6108
O -2.9264 -6.3169 -4.6608 -0.3562
C -2.4050 -5.3977 -3.8428 0.8441
O -1.5781 -5.6172 -2.9929 -0.5730
O -2.9461 -4.2220 -4.1270 -0.3723
C -2.4895 -3.1475 -3.2855 -0.3068
H -2.9468 -8.2637 -5.1647 0.2104
H -1.3585 -7.6817 -4.5836 0.2858
H -2.6683 -7.9664 -3.4227 0.2802
H -1.4139 -3.0158 -3.3708 0.1908
H -2.7445 -3.3582 -2.2512 0.0682
H -3.0041 -2.2572 -3.6300 0.3175
C -3.7829 -7.7743 2.7668 -0.4239
O -2.8688 -6.6850 2.6355 -0.3561
C -3.0140 -5.9920 1.4991 0.7887
O -3.8418 -6.2219 0.6524 -0.5778
O -2.1065 -5.0296 1.4741 -0.3765
C -2.1419 -4.2025 0.2955 -0.4430
H -3.5672 -8.2276 3.7297 0.2267
H -4.8118 -7.4189 2.7455 0.1019
H -3.6368 -8.4993 1.9674 0.2884
H -3.1040 -3.6981 0.2218 0.3943
H -1.9619 -4.8065 -0.5919 0.2766
H -1.3518 -3.4717 0.4178 0.0746
C 11.4298 3.9984 0.2408 -0.6017
O 11.9223 2.7448 0.7375 -0.3131
C 10.9906 1.7991 0.8413 0.8126
O 9.8283 1.9258 0.5553 -0.5486
O 11.5595 0.6907 1.3130 -0.3342
C 10.6527 -0.4084 1.4736 -0.6189
H 12.2945 4.6531 0.2119 0.2208
H 11.0054 3.8746 -0.7535 0.2943
H 10.6666 4.3980 0.9058 0.2777
H 10.2075 -0.6768 0.5175 0.2944
H 9.8613 -0.1492 2.1742 0.2983
H 11.2570 -1.2230 1.8595 0.2100
C -7.8962 -6.6453 2.3979 -0.6970
O -7.7421 -7.4969 3.5434 -0.3163
C -8.4421 -7.1158 4.6085 0.7928
O -9.1737 -6.1625 4.6721 -0.5414
O -8.1978 -7.9743 5.6011 -0.3152
C -8.8859 -7.6698 6.8192 -0.6316
H -7.2660 -7.0783 1.6273 0.2042
H -8.9353 -6.6189 2.0762 0.3757
H -7.5653 -5.6345 2.6280 0.3181
H -9.9631 -7.6850 6.6628 0.2942
H -8.5937 -6.6878 7.1865 0.2976
H -8.5879 -8.4452 7.5178 0.2101
```